[1]
ORCA calculation (ωB97M-V with the def2-TZVPD basis set) on a cluster of 14 separate species, C56H91BN13O8 in total.

Structure (XYZ):
```
169
C56H91BN13O8, DFT ωB97M-V with the def2-TZVPD basis set
O 1.92 -1.27 -1.19
C 1.00 -0.74 -0.61
O 1.03 0.25 0.23
B -0.30 0.57 0.76
O -1.20 -0.34 -0.04
C -0.48 -1.13 -0.78
O -0.92 -1.96 -1.56
O -0.66 2.00 0.58
C -0.88 2.51 1.80
O -1.23 3.63 2.13
C -0.70 1.34 2.86
O -0.45 0.29 2.23
O -0.74 1.47 4.09
C -1.70 -1.08 6.70
C -0.77 -2.01 6.00
C -1.02 -2.20 4.48
C -2.38 -2.36 3.98
N -3.44 -2.48 3.54
H -1.75 -0.05 6.34
H -1.48 -0.94 7.76
H -2.75 -1.36 6.62
H -0.88 -2.99 6.45
H 0.29 -1.80 6.19
H -0.48 -3.06 4.09
H -0.67 -1.38 3.85
C -2.75 4.05 5.48
C -1.33 4.28 6.02
C -0.40 5.07 5.06
C -1.00 6.36 4.65
N -1.49 7.39 4.40
H -3.37 4.92 5.25
H -3.32 3.38 6.12
H -2.71 3.53 4.52
H -0.85 3.31 6.18
H -1.38 4.70 7.03
H -0.25 4.50 4.14
H 0.57 5.23 5.53
C 2.06 -6.84 -2.07
C 2.63 -5.61 -1.26
C 1.67 -4.39 -1.28
C 1.24 -3.86 -2.59
N 0.89 -3.46 -3.59
H 2.63 -7.76 -2.05
H 2.13 -6.55 -3.12
H 1.04 -7.11 -1.77
H 3.64 -5.45 -1.64
H 2.81 -5.88 -0.22
H 2.11 -3.52 -0.79
H 0.74 -4.64 -0.77
C -3.45 -4.13 -6.52
C -2.54 -3.09 -5.72
C -2.37 -3.41 -4.23
C -3.65 -3.63 -3.55
N -4.62 -3.74 -2.93
H -4.52 -3.97 -6.48
H -3.27 -5.15 -6.16
H -3.19 -4.17 -7.57
H -2.91 -2.09 -5.95
H -1.56 -3.15 -6.21
H -1.93 -2.48 -3.85
H -1.67 -4.23 -4.07
C -4.21 -0.19 -1.75
C -3.43 1.03 -2.27
C -3.95 2.43 -1.78
C -5.39 2.64 -1.53
N -6.50 2.85 -1.34
H -3.92 -0.46 -0.74
H -4.16 -1.04 -2.44
H -5.26 0.07 -1.62
H -3.48 0.95 -3.35
H -2.35 0.92 -2.17
H -3.63 3.25 -2.41
H -3.54 2.51 -0.77
C -1.99 -6.83 -0.50
C -2.50 -5.41 -0.79
C -2.43 -4.33 0.34
C -1.13 -4.16 1.00
N -0.09 -4.00 1.51
H -2.54 -7.28 0.33
H -0.94 -6.88 -0.21
H -2.13 -7.59 -1.27
H -3.54 -5.46 -1.14
H -1.90 -5.10 -1.65
H -3.22 -4.56 1.06
H -2.73 -3.37 -0.09
C 5.41 -4.13 -5.45
C 4.35 -3.87 -4.37
C 4.34 -2.50 -3.65
C 3.99 -1.34 -4.55
N 3.73 -0.44 -5.24
H 5.43 -3.30 -6.17
H 5.25 -5.03 -6.04
H 6.42 -4.19 -5.05
H 4.36 -4.69 -3.65
H 3.36 -3.98 -4.81
H 5.30 -2.23 -3.21
H 3.66 -2.46 -2.79
C 0.09 3.18 -2.31
C -0.87 4.34 -1.93
C -0.01 5.54 -1.54
C -0.78 6.71 -1.03
N -1.36 7.62 -0.62
H -0.50 2.34 -2.67
H 0.79 2.92 -1.51
H 0.79 3.45 -3.10
H -1.53 4.12 -1.09
H -1.52 4.58 -2.77
H 0.59 5.95 -2.35
H 0.75 5.29 -0.80
C -1.00 0.25 -4.86
C 0.46 0.10 -5.30
C 0.64 0.54 -6.78
C 0.50 1.94 -7.11
N 0.38 3.06 -7.40
H -1.38 1.27 -4.90
H -1.25 -0.15 -3.88
H -1.62 -0.26 -5.60
H 0.74 -0.95 -5.14
H 1.08 0.75 -4.68
H -0.06 0.03 -7.44
H 1.64 0.29 -7.13
C 2.76 3.56 6.22
C 2.29 2.34 5.39
C 1.78 1.28 6.31
C 2.66 0.62 7.29
N 3.35 0.13 8.05
H 3.18 4.28 5.51
H 3.50 3.27 6.97
H 2.05 4.03 6.90
H 3.07 1.87 4.79
H 1.47 2.67 4.75
H 1.45 0.42 5.72
H 0.99 1.71 6.91
C 6.27 1.51 -0.93
C 4.99 0.85 -1.43
C 3.63 1.53 -1.09
C 3.59 2.97 -1.36
N 3.56 4.11 -1.61
H 7.13 0.87 -1.06
H 6.12 1.56 0.15
H 6.47 2.52 -1.29
H 5.03 -0.20 -1.12
H 5.02 0.70 -2.50
H 3.45 1.49 -0.02
H 2.80 1.05 -1.61
C 2.83 -1.53 3.86
C 3.19 -1.77 2.37
C 4.70 -1.91 2.20
C 5.01 -2.32 0.80
N 5.32 -2.64 -0.28
H 1.77 -1.26 3.85
H 3.30 -0.62 4.23
H 2.97 -2.39 4.51
H 2.89 -0.88 1.81
H 2.60 -2.57 1.95
H 5.19 -2.62 2.87
H 5.22 -0.98 2.44
C -5.56 4.90 2.81
C -4.31 5.68 2.55
C -4.13 6.00 1.01
C -5.19 6.81 0.38
N -6.04 7.45 -0.06
H -5.62 4.45 3.80
H -5.53 4.03 2.16
H -6.53 5.39 2.68
H -3.43 5.11 2.86
H -4.16 6.59 3.13
H -4.02 5.20 0.27
H -3.28 6.66 0.88
```

As for the charge: -1. As for the HOMO energy: -8.90 eV. The LUMO energy comes out at 1.6 eV.

[2]
ORCA calculation (ωB97M-V with the def2-TZVPD basis set) on a cluster of 8 separate species, C56H97Cl2N11O3P in total.

Structure (XYZ):
```
170
C56H97Cl2N11O3P, DFT ωB97M-V with the def2-TZVPD basis set
C -0.67 1.81 4.23
C -0.84 1.84 2.70
C 0.37 1.44 1.82
Cl 1.93 1.49 2.73
N 0.26 0.18 1.08
C -0.39 -0.87 1.65
N -0.16 -1.13 2.91
C -0.84 -2.17 3.70
C 0.05 -3.40 3.83
N 0.20 -4.10 4.87
N -1.29 -1.44 0.79
C -1.64 -2.91 0.83
C -3.12 -3.08 1.20
C -3.50 -4.57 1.04
C -2.99 -5.39 2.25
C -1.68 -6.13 1.98
C -1.40 -7.29 2.93
C -0.10 -8.03 2.55
C 1.10 -7.08 2.47
C 2.44 -7.80 2.34
C 3.56 -6.93 1.73
C 3.52 -5.44 2.08
C 3.63 -5.13 3.59
O 4.48 -4.04 3.88
C 3.98 -2.79 3.42
C -0.66 -1.14 -0.51
Cl 0.83 -2.18 -0.77
C -0.24 0.34 -0.32
C -1.54 1.15 -0.46
O -1.36 2.54 -0.55
C -1.13 3.07 -1.83
C -0.17 4.07 -1.92
C 0.14 4.67 -3.12
C -0.54 4.28 -4.29
C -1.50 3.30 -4.16
C -1.81 2.69 -2.96
P 1.19 0.83 -1.40
O 0.99 0.50 -2.82
H -0.02 2.61 4.57
H -0.29 0.87 4.62
H -1.65 1.95 4.68
H -1.07 2.88 2.45
H -1.73 1.26 2.45
H 0.49 2.21 1.06
H 0.53 -0.58 3.40
H -1.83 -2.37 3.32
H -0.96 -1.77 4.71
H 0.62 -3.68 2.94
H -0.37 -3.75 5.64
H -1.52 -3.36 -0.14
H -1.01 -3.47 1.51
H -3.30 -2.84 2.25
H -3.74 -2.42 0.60
H -3.00 -4.99 0.16
H -4.57 -4.71 0.98
H -3.75 -6.12 2.55
H -2.84 -4.73 3.12
H -1.68 -6.53 0.96
H -0.85 -5.44 2.11
H -2.22 -8.00 2.98
H -1.23 -6.90 3.94
H -0.22 -8.54 1.59
H 0.10 -8.81 3.29
H 0.95 -6.43 1.61
H 1.11 -6.48 3.39
H 2.31 -8.66 1.68
H 2.76 -8.20 3.30
H 4.55 -7.31 2.01
H 3.51 -7.00 0.64
H 2.59 -5.00 1.70
H 4.33 -4.90 1.59
H 2.64 -4.95 4.02
H 4.05 -6.00 4.11
H 4.70 -2.36 2.73
H 3.01 -2.90 2.94
H 3.86 -2.13 4.28
H -1.28 -1.36 -1.37
H -2.12 0.72 -1.28
H -2.13 0.98 0.44
H 0.37 4.38 -1.03
H 0.90 5.44 -3.13
H -0.34 4.73 -5.25
H -2.03 2.99 -5.06
H -2.59 1.94 -2.92
H 1.28 2.22 -1.21
H 2.35 0.31 -0.80
C 3.16 7.19 0.80
C 2.02 7.91 1.51
C 0.64 7.31 1.20
C 0.37 7.36 -0.24
N 0.16 7.39 -1.37
H 3.06 7.25 -0.28
H 4.12 7.63 1.08
H 3.19 6.13 1.08
H 2.02 8.97 1.22
H 2.18 7.88 2.59
H -0.15 7.84 1.73
H 0.61 6.26 1.52
C -5.49 2.60 3.87
C -5.06 3.12 2.50
C -5.32 2.11 1.38
C -4.59 0.87 1.60
N -4.03 -0.12 1.80
H -4.93 1.71 4.16
H -5.32 3.36 4.64
H -6.56 2.35 3.88
H -4.00 3.37 2.53
H -5.60 4.04 2.27
H -5.02 2.52 0.41
H -6.39 1.87 1.32
C -2.58 -6.90 -2.63
C -2.80 -8.38 -2.34
C -4.22 -8.69 -1.83
C -4.50 -7.98 -0.58
N -4.70 -7.42 0.40
H -2.69 -6.30 -1.72
H -1.57 -6.74 -3.01
H -3.28 -6.54 -3.37
H -2.07 -8.72 -1.60
H -2.62 -8.96 -3.24
H -4.33 -9.76 -1.65
H -4.96 -8.39 -2.57
C 5.09 1.20 0.01
C 5.29 1.47 -1.48
C 5.91 2.84 -1.75
C 5.05 3.93 -1.25
N 4.40 4.79 -0.86
H 4.40 1.91 0.46
H 4.68 0.19 0.17
H 6.04 1.26 0.55
H 4.33 1.39 -2.00
H 5.94 0.70 -1.90
H 6.05 2.99 -2.82
H 6.88 2.92 -1.26
C 3.35 4.10 -5.86
C 3.18 5.55 -6.32
C 2.65 5.66 -7.75
C 3.56 5.03 -8.71
N 4.30 4.54 -9.44
H 4.09 3.58 -6.47
H 3.70 4.07 -4.83
H 2.40 3.56 -5.91
H 4.14 6.07 -6.25
H 2.49 6.07 -5.66
H 2.53 6.71 -8.03
H 1.67 5.18 -7.84
C 6.58 9.94 -5.53
C 6.34 9.71 -7.02
C 4.94 10.12 -7.47
C 3.91 9.34 -6.76
N 3.13 8.71 -6.21
H 5.91 9.34 -4.92
H 7.60 9.67 -5.26
H 6.43 10.99 -5.26
H 6.51 8.66 -7.25
H 7.07 10.29 -7.59
H 4.81 9.95 -8.54
H 4.76 11.17 -7.27
C -7.74 -3.82 4.64
C -7.49 -4.03 3.15
C -6.75 -2.85 2.50
C -7.51 -1.60 2.61
N -8.10 -0.62 2.69
H -8.38 -2.96 4.82
H -8.23 -4.69 5.06
H -6.80 -3.67 5.17
H -8.44 -4.19 2.64
H -6.89 -4.93 3.00
H -6.58 -3.05 1.44
H -5.78 -2.69 2.97
```

As for the charge: +1. As for the HOMO energy: -10.95 eV. The LUMO energy comes out at -2.6 eV.

Number 1: HOMO-LUMO gap 10.5 eV, E -3527.26214 hartree. Number 2: HOMO-LUMO gap 8.3 eV, E -4281.49516 hartree.